Here is a molecular structure, C26H20BBr4Cl5N4O4STa from the OMol25 dataset. Energies are from ωB97M-V/def2-TZVPD.

The value obtained for the gap between HOMO and LUMO is 7.2 eV. The relative energy (zero: lowest compared OMol25 entry of this formula, charge and spin) is 2.1 kcal per mole. As for the net charge: +1.

Each line ends with the Mulliken charge.
Cartesian coordinates (Å):
1 Ta -0.950 0.103 -0.177  2.432
2 Br -4.993 -2.933 -5.001  -0.136
3 C -4.241 -1.694 -3.812  0.284
4 C -4.773 -0.405 -3.699  0.187
5 Br -6.246 0.114 -4.738  -0.127
6 C -4.215 0.510 -2.802  -0.167
7 Br -4.861 2.259 -2.565  -0.097
8 C -3.133 0.119 -2.045  0.312
9 O -2.493 0.862 -1.116  -0.184
10 C -2.589 -1.148 -2.175  0.008
11 O -1.516 -1.338 -1.368  0.414
12 C -3.138 -2.073 -3.038  -0.261
13 Br -2.389 -3.794 -3.101  -0.074
14 Cl -3.511 -3.189 5.976  -0.159
15 C -2.739 -2.293 4.741  0.336
16 C -3.400 -2.056 3.535  -0.217
17 Cl -4.975 -2.665 3.255  -0.163
18 C -2.763 -1.317 2.552  0.969
19 Cl -3.472 -1.029 1.009  -0.184
20 C -1.489 -0.795 2.734  -0.618
21 O -0.934 -0.050 1.767  -0.722
22 C -0.820 -1.068 3.921  0.457
23 Cl 0.798 -0.507 4.111  -0.128
24 C -1.443 -1.806 4.925  0.076
25 Cl -0.612 -2.119 6.387  -0.169
26 S -1.118 4.896 -0.265  -0.213
27 C -1.377 3.253 -0.559  -0.028
28 N -0.906 2.410 0.326  0.083
29 C -0.265 3.107 1.368  -0.607
30 C 0.341 2.575 2.507  0.437
31 C 0.922 3.435 3.414  -0.954
32 C 0.915 4.821 3.218  -0.552
33 C 0.311 5.365 2.107  -0.561
34 C -0.275 4.494 1.192  0.649
35 H -1.918 2.934 -1.434  0.288
36 H 0.334 1.516 2.692  -0.307
37 H 1.384 3.025 4.302  0.457
38 H 1.378 5.468 3.950  0.419
39 H 0.285 6.434 1.945  0.417
40 C 0.906 -3.275 -1.677  -0.955
41 N 2.010 -2.414 -1.271  0.245
42 C 3.298 -2.680 -1.915  -0.552
43 C 4.433 -2.214 -1.028  -0.751
44 C 4.199 -0.764 -0.663  -0.530
45 N 2.854 -0.593 -0.104  0.361
46 C 2.661 0.582 0.731  -0.604
47 C 1.835 -1.376 -0.460  0.069
48 O 0.661 -1.142 0.046  -0.704
49 H 1.222 -4.314 -1.588  0.345
50 H 0.636 -3.074 -2.714  0.376
51 H 0.040 -3.111 -1.051  0.150
52 H 3.324 -2.174 -2.882  0.305
53 H 3.355 -3.753 -2.090  0.361
54 H 5.379 -2.315 -1.556  0.393
55 H 4.478 -2.827 -0.126  0.292
56 H 4.307 -0.117 -1.535  0.243
57 H 4.907 -0.433 0.096  0.352
58 H 3.466 0.627 1.463  0.557
59 H 1.723 0.509 1.268  -0.119
60 H 2.683 1.494 0.128  0.245
61 B 2.496 1.436 -3.177  0.476
62 C 1.276 1.139 -2.287  -0.010
63 N 0.405 0.885 -1.560  -0.829
64 H 2.148 2.091 -4.123  -0.097
65 H 3.259 2.038 -2.453  -0.079
66 H 2.929 0.353 -3.510  -0.140

Atomic forces in eV per Å
Ta 0.590 0.171 -0.253
Br -0.008 -0.006 -0.006
C 0.033 -0.015 0.021
C -0.016 0.014 -0.009
Br 0.017 0.001 0.015
C -0.080 0.195 0.043
Br 0.026 -0.042 -0.006
C 0.019 -0.101 -0.023
O 0.090 0.085 0.094
C -0.016 -0.058 0.038
O 0.048 0.109 0.284
C 0.031 -0.088 0.009
Br -0.018 0.042 -0.001
Cl -0.007 -0.011 0.010
C 0.026 0.033 -0.048
C -0.056 -0.028 0.009
Cl 0.029 0.009 0.012
C 0.063 -0.022 -0.011
Cl -0.298 -0.076 0.085
C -0.101 -0.032 0.091
O -0.245 -0.091 -0.459
C 0.136 0.040 0.035
Cl -0.014 -0.075 0.034
C -0.044 -0.011 0.004
Cl 0.011 0.000 0.002
S 0.040 -0.008 0.011
C -0.017 0.010 0.038
N -0.014 -0.343 -0.062
C 0.078 0.068 0.039
C -0.037 -0.013 -0.014
C 0.004 -0.032 -0.006
C -0.006 0.018 -0.008
C -0.004 0.017 0.016
C -0.064 -0.048 -0.059
H 0.000 -0.042 -0.016
H 0.031 0.057 -0.021
H 0.000 0.006 0.003
H -0.001 0.008 -0.006
H 0.013 0.002 0.017
C -0.032 -0.017 -0.022
N -0.049 -0.003 0.007
C 0.055 0.017 0.033
C -0.063 0.023 0.010
C 0.060 -0.028 -0.043
N -0.014 0.056 -0.019
C 0.001 0.052 0.016
C 0.035 -0.084 0.022
O -0.105 0.142 0.064
H 0.020 0.010 0.005
H -0.014 0.001 0.007
H -0.020 0.027 0.000
H -0.005 0.005 -0.026
H -0.013 0.008 -0.005
H 0.012 0.003 0.013
H 0.013 -0.012 -0.009
H -0.015 0.036 0.001
H -0.008 -0.007 0.002
H 0.002 -0.001 0.007
H 0.028 0.022 0.047
H -0.002 -0.031 0.028
B 0.210 0.038 -0.145
C -0.106 -0.030 0.060
N -0.180 0.068 -0.056
H -0.059 0.016 0.035
H 0.014 -0.016 0.022
H -0.006 -0.035 0.045